The following is a quantum chemistry calculation of one molecule with the formula C18H22N2 in a non-equilibrium geometry, from the Open Molecules 2025 dataset.

```
42
Properties=species:S:1:pos:R:3:forces:R:3
C 1.6115 1.8817 3.1039 0.0278 -0.8335 0.1383
C 0.8837 3.0436 2.8710 -1.0987 -0.5275 -1.0964
C 0.3277 -3.3160 -1.6028 -3.8168 -2.2451 2.1535
C -0.2978 -2.6523 -0.5615 -1.8298 -0.2975 1.1355
C 1.3223 -0.9136 -0.8542 -2.0912 0.3678 0.0134
C 1.2131 0.6173 2.5568 -0.6399 1.7705 -0.5774
C -0.1958 2.9550 1.9669 -0.1983 -0.6202 1.3386
C 1.3595 -2.8298 -2.2463 2.3445 1.7803 -2.1382
C 1.7932 -1.5127 -1.9965 0.8915 -1.1710 -0.0206
C 0.1653 -1.4015 -0.1479 0.9267 0.5675 0.6788
C 0.0545 0.5155 1.7525 0.9302 2.6186 -1.2944
C -0.6221 1.6912 1.4620 -0.0739 2.8348 -0.9783
N 1.8838 -3.6553 -3.1936 1.6241 -1.5594 -2.9252
N -1.0000 -1.5069 2.0459 0.1169 -1.8531 0.6085
C 2.8334 -0.9018 -2.9020 -0.0682 0.1940 -1.0851
C -1.4489 2.2343 -0.9704 -0.3944 0.4694 -0.6485
C -3.1090 2.1487 0.8734 1.7684 -1.4780 -0.5871
C -0.6076 -0.5829 0.9807 -0.2656 -1.5619 -0.5569
C -1.9037 0.0892 0.2923 0.1721 -1.2873 2.8863
C -1.7215 1.5645 0.3493 -1.4246 0.7313 2.6424
H 2.4916 2.0318 3.7453 -0.2503 -0.7467 -0.3722
H 1.1097 4.0161 3.3301 0.1444 -0.6308 -0.2133
H -0.0903 -4.2876 -1.9538 0.3000 0.7052 0.5422
H -1.2286 -3.1665 -0.0976 1.7039 1.2277 -0.6780
H 1.7074 0.0713 -0.6927 0.0450 0.5900 0.5984
H 1.8448 -0.2246 2.5529 0.8219 -0.9229 0.6583
H -0.7703 3.8790 1.8821 -0.0700 -0.3574 -0.6574
H 2.5700 -3.3906 -3.9682 -1.7359 -0.4226 1.9783
H 1.3507 -4.5423 -3.3321 1.0313 1.3930 -0.0785
H -1.1618 -0.9893 2.9466 0.5256 -1.0888 -1.2782
H -0.2725 -2.2760 2.1022 -1.2774 1.4357 0.5209
H 2.8352 -1.3983 -3.9452 0.2142 0.7723 1.7501
H 3.8367 -0.8763 -2.4534 -0.1425 -0.4231 -0.2982
H 2.5980 0.1565 -3.0826 -0.0757 -0.2217 0.0016
H -0.4212 2.1107 -1.3019 0.0722 0.0390 -0.1606
H -2.1482 1.8469 -1.7437 0.5232 -0.0569 0.4047
H -1.7178 3.3017 -0.9161 0.5207 -0.1751 0.0662
H -2.9405 3.1586 1.0977 -0.3841 1.6584 0.1160
H -3.8697 1.9318 0.1408 -0.2910 0.4300 -0.4473
H -3.4041 1.6267 1.7571 -0.0710 -0.2730 0.7952
H -2.8691 -0.2291 0.8351 1.6813 0.2356 -0.5885
H -1.9918 -0.2186 -0.6823 -0.1866 -1.0677 -2.3472
```
Forces are in eV/Å.

Properties
SMILES string: Cc1cc([C@]2(N)CC(C)(C)c3ccccc32)ccc1N
E_LUMO, eV: 0.82
Energy above the lowest of the compared OMol25 structures with the same formula, charge and spin, kcal/mol: 45.5
Frontier orbital gap, eV: 8.49
Highest occupied orbital energy, eV: -7.67